No. 1
Here is a 5-piece molecular cluster, C36H76F6N4O2P overall at a distorted geometry from the OMol25 dataset. Energies are from ωB97M-V with the def2-TZVPD basis set.

Structure (XYZ):
```
125
C36H76F6N4O2P (ωB97M-V with the def2-TZVPD basis set)
C 4.7399 -19.4425 -12.8559
C 4.4535 -20.9010 -13.3159
C 3.1979 -21.4457 -12.5784
C 3.0638 -22.9277 -12.6442
N 1.7401 -23.4992 -12.1269
C 1.7330 -25.0135 -12.2654
C 0.6654 -25.4676 -11.1960
C 0.7540 -24.5264 -10.0440
C 1.5079 -23.2997 -10.5971
C 0.5078 -22.9050 -12.8700
H 4.7167 -19.3860 -11.7676
H 4.0121 -18.7605 -13.2954
H 5.7290 -19.1686 -13.2230
H 5.3183 -21.5388 -13.1336
H 4.3270 -21.0141 -14.3926
H 2.3553 -20.8648 -12.9536
H 3.2659 -21.0683 -11.5581
H 3.8636 -23.3578 -12.0414
H 3.1741 -23.3141 -13.6574
H 1.5584 -25.1720 -13.3296
H 2.6464 -25.5575 -12.0247
H -0.3334 -25.4606 -11.6324
H 0.9834 -26.4594 -10.8748
H -0.1587 -24.3108 -9.4886
H 1.4486 -25.0217 -9.3655
H 1.0395 -22.3236 -10.4714
H 2.4803 -23.3256 -10.1054
H 0.5829 -23.1852 -13.9207
H 0.3626 -21.8366 -12.7107
H -0.4513 -23.1734 -12.4271
C 1.3121 -15.4082 -14.1636
C 0.4952 -16.5941 -13.5776
C -0.5131 -17.2930 -14.5472
C -1.4873 -18.2899 -13.8385
N -2.3318 -19.1809 -14.7778
C -3.0068 -20.3727 -14.0274
C -3.1067 -21.5451 -14.9826
C -2.4123 -21.0971 -16.2771
C -1.4831 -19.9033 -15.9109
C -3.5011 -18.3090 -15.3770
H 0.7685 -14.5048 -14.4400
H 1.8467 -15.8182 -15.0204
H 2.0113 -15.0605 -13.4032
H -0.0247 -16.2701 -12.6761
H 1.2341 -17.3244 -13.2480
H 0.0291 -17.7982 -15.3465
H -0.9801 -16.4621 -15.0760
H -2.2141 -17.8083 -13.1844
H -0.7873 -18.9026 -13.2705
H -3.9438 -20.2133 -13.4937
H -2.2189 -20.6099 -13.3126
H -4.1310 -21.7619 -15.2857
H -2.7048 -22.4877 -14.6110
H -3.1255 -20.8180 -17.0527
H -1.9403 -21.9374 -16.7864
H -1.4268 -19.2350 -16.7702
H -0.5379 -20.2429 -15.4873
H -4.1160 -17.8495 -14.6031
H -4.1383 -18.7746 -16.1289
H -3.0097 -17.4990 -15.9159
C -3.6264 -17.5290 -8.8080
C -4.4372 -18.9012 -8.5422
C -4.7435 -19.3826 -9.9599
C -5.1531 -20.8990 -10.1462
C -3.9498 -21.6788 -9.5826
C -3.6680 -21.4078 -8.0068
N -3.4822 -19.9099 -7.8199
O -2.6842 -19.4499 -6.7625
C -2.3624 -22.1292 -7.5928
C -4.9114 -21.8304 -7.1532
C -5.7697 -18.6489 -7.7856
H -3.6610 -17.0134 -7.8483
H -4.0762 -16.9500 -9.6146
H -2.5953 -17.7345 -9.0957
H -3.9144 -19.2003 -10.6436
H -5.5886 -18.7786 -10.2902
H -5.2669 -21.2437 -11.1740
H -6.0649 -21.2600 -9.6703
H -3.0733 -21.4422 -10.1858
H -4.1144 -22.7485 -9.7117
H -2.3203 -23.0846 -8.1157
H -2.2570 -22.2660 -6.5166
H -1.5330 -21.6228 -8.0866
H -4.6921 -21.8020 -6.0859
H -5.0717 -22.8915 -7.3441
H -5.8589 -21.3372 -7.3703
H -6.5693 -19.3629 -7.9829
H -6.1649 -17.6828 -8.0995
H -5.5774 -18.6098 -6.7133
C 2.8942 -14.1713 -9.4268
C 1.6956 -13.2970 -8.9398
C 0.4289 -13.5857 -9.8010
C -0.2873 -14.8805 -9.6464
C -0.6657 -15.0366 -8.1501
C 0.5597 -14.9235 -7.1134
N 1.3987 -13.7197 -7.4835
O 2.3297 -13.1349 -6.5840
C 1.3300 -16.3030 -7.1251
C -0.0219 -14.6725 -5.7220
C 2.0472 -11.7618 -9.2137
H 3.8201 -14.0244 -8.8707
H 3.1386 -14.0033 -10.4757
H 2.7785 -15.2551 -9.4155
H 0.7748 -13.3844 -10.8149
H -0.2527 -12.7544 -9.6206
H 0.1001 -15.8591 -9.9300
H -1.2287 -14.8986 -10.1954
H -1.2629 -15.9134 -7.8997
H -1.3220 -14.2056 -7.8915
H 1.9024 -16.4684 -6.2123
H 1.9518 -16.4657 -8.0055
H 0.5979 -17.1085 -7.0686
H -0.8646 -15.2896 -5.4102
H -0.3020 -13.6295 -5.5745
H 0.7151 -14.8522 -4.9393
H 3.0549 -11.5707 -8.8447
H 1.2153 -11.2979 -8.6838
H 2.0677 -11.4073 -10.2443
P 0.3044 -19.2592 -10.0401
F -0.3048 -19.1435 -8.5746
F 1.6093 -20.0121 -9.4258
F -0.6380 -20.5980 -10.4069
F 0.9632 -19.2976 -11.5560
F -0.8704 -18.2874 -10.7077
F 1.2460 -17.9673 -9.8442
```

Summary:
Highest occupied orbital energy ... -17.31 eV
Frontier orbital gap ... 7.1 eV
DFT total energy ... -74187.539 eV
Net charge ... +3
Molecular weight ... 741.99 g/mol

---

No. 2
Here is a 10-piece molecular cluster, C36H76O10S2 overall at a distorted geometry from the OMol25 dataset. Energies are from ωB97M-V with the def2-TZVPD basis set.

Structure (XYZ):
```
124
C36H76O10S2 (ωB97M-V with the def2-TZVPD basis set)
C 3.6806 4.2991 -1.0919
C 3.9048 3.8786 0.4310
C 4.7901 2.6595 0.2753
O 4.7780 2.2927 -1.1171
C 4.7600 3.5027 -1.8195
H 3.8800 5.3253 -1.3054
H 2.7217 4.0640 -1.4859
H 2.9748 3.6443 1.0081
H 4.5002 4.5872 0.9451
H 4.6669 1.7954 0.8162
H 5.8106 2.9212 0.6035
H 4.5529 3.3111 -2.8397
H 5.6961 3.9901 -1.6341
C -1.7578 -4.1205 1.5789
C -2.2420 -3.1943 2.6616
C -1.0580 -3.2292 3.5654
O 0.1186 -3.4303 2.8357
C -0.2736 -4.3191 1.8132
H -2.0457 -3.7090 0.5608
H -2.3110 -5.1027 1.6297
H -3.0888 -3.6312 3.0933
H -2.4812 -2.2100 2.3382
H -1.1052 -4.2013 4.2004
H -1.0384 -2.3926 4.2380
H -0.1013 -5.3355 2.1766
H 0.2998 -4.2522 0.8969
C -5.5910 -0.4686 -0.2162
C -5.5481 1.0428 0.1925
C -4.7240 1.6783 -0.9287
O -4.0302 0.6684 -1.6063
C -4.8569 -0.4685 -1.5839
H -6.6054 -0.8240 -0.2313
H -5.0568 -1.1199 0.5272
H -5.1842 1.1986 1.1995
H -6.5848 1.3983 0.1208
H -3.9886 2.4048 -0.5631
H -5.3775 2.2119 -1.6564
H -4.1825 -1.3469 -1.7817
H -5.6301 -0.4529 -2.3817
C -2.5650 2.4817 -4.4957
C -1.0748 3.0161 -4.1627
C -0.4457 1.7487 -3.8549
O -0.9639 0.7602 -4.7132
C -2.3455 0.9567 -4.8663
H -3.0382 3.0683 -5.2432
H -3.1261 2.5267 -3.5874
H -1.1974 3.7434 -3.3660
H -0.6418 3.5581 -5.0216
H -0.7960 1.4605 -2.8318
H 0.6817 1.7976 -3.8334
H -2.9436 0.4149 -4.1844
H -2.6305 0.7465 -5.9326
C -2.6067 1.2827 3.7843
C -2.7559 0.1526 4.7498
C -2.3895 0.8324 6.0798
O -1.3165 1.6758 5.7484
C -1.4228 2.0841 4.3683
H -3.5334 1.9610 3.8187
H -2.4428 1.0246 2.7440
H -2.0114 -0.6165 4.5928
H -3.7296 -0.3351 4.7459
H -2.0934 0.1400 6.8860
H -3.2639 1.3806 6.4976
H -0.3882 2.0027 3.9415
H -1.5733 3.1568 4.3999
C 4.5580 -3.4390 0.5317
C 4.6770 -4.0291 -0.9138
C 3.2419 -4.6004 -1.1544
O 2.4173 -3.7176 -0.3748
C 3.0834 -3.6197 0.8436
H 4.9458 -2.4087 0.5709
H 5.2450 -4.0112 1.1582
H 5.5221 -4.6775 -0.9081
H 4.9257 -3.1675 -1.4964
H 3.2187 -5.6905 -0.9195
H 3.0580 -4.5750 -2.2235
H 2.8589 -4.5785 1.2842
H 2.6087 -2.7705 1.3561
C 1.4189 -2.7603 -4.3552
C 1.5707 -2.7695 -5.9247
C 0.1954 -3.1159 -6.3969
O -0.2949 -4.1771 -5.5052
C 0.2276 -3.7875 -4.2177
H 1.1005 -1.7824 -4.0547
H 2.2862 -3.1294 -3.8793
H 2.2601 -3.6166 -6.1564
H 1.8957 -1.9118 -6.4243
H 0.1140 -3.5677 -7.3299
H -0.4896 -2.2488 -6.3464
H 0.5568 -4.7225 -3.8107
H -0.6325 -3.3781 -3.6781
C -0.4452 4.1555 0.2256
C -0.9483 3.6225 1.5645
C -2.4846 3.4774 1.3931
O -2.7685 4.3237 0.3024
C -1.7128 4.1986 -0.6794
H 0.4387 3.5917 -0.1979
H -0.0656 5.1694 0.4304
H -0.6831 4.3895 2.3251
H -0.4387 2.7354 1.9250
H -3.2224 3.7918 2.2039
H -2.6708 2.4131 1.1357
H -1.7999 5.0745 -1.4257
H -1.8610 3.2134 -1.1860
C 3.6580 1.1026 4.2680
S 3.7366 -0.5907 3.9481
O 3.9734 -0.7764 2.4911
C 1.9805 -0.8280 4.2345
H 2.8795 1.4658 3.5597
H 4.6096 1.6583 4.1359
H 3.2415 1.2574 5.2388
H 1.1771 -0.2008 3.7147
H 1.9317 -0.7826 5.3190
H 1.7024 -1.8570 4.0956
C 1.7875 0.4345 0.3618
S 0.3145 -0.4754 0.9246
O -0.7667 0.6032 1.0578
C 0.0085 -1.1620 -0.6883
H 2.6462 -0.2811 0.4088
H 2.0652 1.2325 1.0470
H 1.5847 0.9008 -0.5734
H 0.9357 -1.5426 -1.1902
H -0.2886 -0.2014 -1.1804
H -0.7425 -1.9476 -0.5932
```

Summary:
Highest occupied orbital energy ... -8.96 eV
Frontier orbital gap ... 9.5 eV
DFT total energy ... -80702.057 eV
Net charge ... 0
Molecular weight ... 733.13 g/mol

---

No. 3
Here is a 10-piece molecular cluster, C36H76O27Si overall from the OMol25 dataset. Energies are from ωB97M-V with the def2-TZVPD basis set.

Structure (XYZ):
```
140
C36H76O27Si (ωB97M-V with the def2-TZVPD basis set)
C 3.0445 9.5035 4.2191
C 3.1514 9.3240 2.7013
C 2.7747 10.5608 1.8721
C 1.2721 10.7577 1.6273
C 0.5149 11.4438 2.7659
C -0.9446 11.7437 2.4136
C -1.9435 10.5669 2.4414
C -1.8119 9.5601 3.5942
C -0.8130 8.4030 3.4090
Si -1.1405 7.2622 1.9625
H 3.3700 10.5033 4.5165
H 3.6789 8.7870 4.7434
H 2.0302 9.3716 4.5959
H 2.5302 8.4790 2.3817
H 4.1799 9.0462 2.4594
H 3.1754 11.4491 2.3738
H 3.2772 10.4952 0.9038
H 1.1258 11.3514 0.7197
H 0.8191 9.7798 1.4207
H 0.5780 10.8485 3.6786
H 1.0208 12.3879 2.9925
H -1.3212 12.5435 3.0559
H -0.9470 12.1546 1.3977
H -2.9452 11.0000 2.5150
H -1.9236 10.0433 1.4804
H -1.5586 10.1065 4.5104
H -2.7995 9.1254 3.7761
H -0.8660 7.7674 4.3014
H 0.2186 8.7455 3.3525
H -1.2214 7.9999 0.6750
H -2.4292 6.5540 2.1471
H -0.0259 6.2963 1.8261
C -4.8682 8.1446 0.7588
O -6.0200 8.9700 0.9683
C -6.2739 9.2285 2.2505
O -5.6159 8.8542 3.1893
O -7.3721 9.9805 2.3210
C -7.7561 10.3407 3.6535
H -4.7618 8.0538 -0.3178
H -3.9860 8.6152 1.1902
H -5.0085 7.1642 1.2104
H -6.9667 10.9149 4.1350
H -7.9622 9.4500 4.2441
H -8.6528 10.9418 3.5410
C 0.8966 1.7351 -2.1444
O 0.7263 3.0782 -2.6190
C 1.1005 4.0181 -1.7540
O 1.5563 3.8278 -0.6545
O 0.8850 5.2127 -2.3095
C 1.2452 6.3198 -1.4777
H 0.5480 1.0930 -2.9464
H 1.9448 1.5417 -1.9238
H 0.3013 1.5669 -1.2497
H 2.3079 6.2942 -1.2411
H 0.6703 6.3096 -0.5539
H 1.0134 7.2089 -2.0566
C -1.4388 -2.0168 -4.5854
O -1.5394 -3.0193 -3.5663
C -1.2505 -2.5967 -2.3359
O -0.9155 -1.4775 -2.0364
O -1.3973 -3.6168 -1.4943
C -1.1104 -3.2976 -0.1247
H -1.7106 -2.5174 -5.5100
H -2.1254 -1.1973 -4.3813
H -0.4214 -1.6339 -4.6408
H -1.7795 -2.5169 0.2314
H -0.0804 -2.9660 -0.0153
H -1.2677 -4.2164 0.4301
C -0.2926 -5.3623 4.7140
O 0.3132 -4.1605 5.2097
C 0.4953 -3.2133 4.2901
O 0.1975 -3.2936 3.1250
O 1.0693 -2.1636 4.8761
C 1.3281 -1.0594 3.9964
H -0.3967 -6.0077 5.5804
H -1.2648 -5.1447 4.2769
H 0.3459 -5.8266 3.9641
H 0.3990 -0.6923 3.5653
H 2.0012 -1.3614 3.1961
H 1.7887 -0.2993 4.6188
C -5.0278 -6.2525 -8.8810
O -4.5487 -6.7576 -7.6266
C -4.2206 -5.8163 -6.7416
O -4.2903 -4.6259 -6.9185
O -3.7899 -6.4159 -5.6322
C -3.3813 -5.5138 -4.5920
H -5.2531 -7.1270 -9.4821
H -5.9249 -5.6546 -8.7358
H -4.2653 -5.6438 -9.3630
H -4.2167 -4.8890 -4.2826
H -2.5600 -4.8874 -4.9282
H -3.0495 -6.1423 -3.7717
C -1.2086 -8.0520 -6.1847
O 0.1789 -8.3603 -6.3854
C 1.0110 -7.6116 -5.6654
O 0.6934 -6.7321 -4.9042
O 2.2621 -7.9932 -5.9312
C 3.2651 -7.2598 -5.2194
H -1.7562 -8.7244 -6.8370
H -1.4902 -8.2147 -5.1466
H -1.4068 -7.0181 -6.4553
H 3.1346 -7.3794 -4.1454
H 3.2134 -6.2017 -5.4697
H 4.2119 -7.6830 -5.5395
C -6.1084 -6.4296 -14.3427
O -7.2812 -5.6162 -14.2164
C -7.6407 -5.3592 -12.9598
O -7.0716 -5.7485 -11.9705
O -8.7346 -4.6000 -12.9798
C -9.2314 -4.2427 -11.6837
H -5.9527 -6.5444 -15.4105
H -5.2537 -5.9388 -13.8809
H -6.2647 -7.3981 -13.8713
H -8.4831 -3.6762 -11.1326
H -9.4955 -5.1347 -11.1187
H -10.1102 -3.6344 -11.8715
C 6.2169 -7.1494 8.3285
O 5.9784 -6.2302 7.2544
C 4.7128 -5.8271 7.1435
O 3.7990 -6.1716 7.8501
O 4.6267 -4.9857 6.1134
C 3.3087 -4.4633 5.8877
H 7.2773 -7.3803 8.2874
H 5.9639 -6.6931 9.2837
H 5.6262 -8.0538 8.1948
H 2.9675 -3.8940 6.7493
H 2.6114 -5.2732 5.6930
H 3.4059 -3.8160 5.0218
C 11.0727 -6.9035 7.5903
O 11.6488 -8.1983 7.8059
C 10.8806 -9.0339 8.5025
O 9.7885 -8.7817 8.9476
O 11.5214 -10.1952 8.6257
C 10.8020 -11.1931 9.3607
H 11.8128 -6.3520 7.0197
H 10.1434 -6.9886 7.0298
H 10.8762 -6.4116 8.5410
H 9.8587 -11.4217 8.8684
H 10.6040 -10.8498 10.3744
H 11.4495 -12.0639 9.3707
```

Summary:
Highest occupied orbital energy ... -10.51 eV
Frontier orbital gap ... 11.1 eV
DFT total energy ... -101724.981 eV
Net charge ... 0
Molecular weight ... 969.06 g/mol
SMILES string ... CCCCCCCCC[SiH3].COC(=O)OC.COC(=O)OC.COC(=O)OC.COC(=O)OC.COC(=O)OC.COC(=O)OC.COC(=O)OC.COC(=O)OC.COC(=O)OC